(1)
Computed, not measured: a 4-piece molecular cluster, H7S4 overall, with ωB97M-V/def2-TZVPD.

```
11
Properties=species:S:1:pos:R:3:forces:R:3:nbo_charge:R:1
H 1.03646 -0.16206 -2.18496 0.0 0.1 -0.1 0.106
H -3.30260 -0.94586 -1.53803 0.1 0.1 -0.1 0.107
S -2.12561 2.17110 1.55381 -0.1 0.1 0.0 -0.381
H -2.19928 1.03337 0.80834 0.0 -0.1 0.0 0.212
S -0.03429 0.63879 -2.33352 0.3 -0.3 0.3 -0.496
H -1.12722 1.73134 2.32984 0.0 -0.1 -0.1 0.126
H -0.84810 -0.19073 -1.46150 -0.2 0.4 -0.5 0.201
S -2.36369 -1.10500 -0.59267 -0.1 -0.2 0.5 -0.875
S 4.43944 -1.62540 1.49725 0.3 0.1 0.0 -0.306
H 4.27469 -1.03467 0.30660 -0.1 0.0 0.0 0.152
H 3.22439 -2.16955 1.48906 -0.2 0.0 -0.1 0.154
```
Positions in Å, forces in eV/Å.

The HOMO energy comes out at -3.5334 eV. For the calculated total energy, the calculation gives -1596.966478 Eh. The HOMO-LUMO gap comes out at 6.45 eV. The calculation puts the LUMO energy at 2.9 eV. Its net charge is -1.



(2)
Computed, not measured: a 40-piece molecular cluster, H80O40 overall, with ωB97M-V/def2-TZVPD.

```
120
Properties=species:S:1:pos:R:3:forces:R:3:lowdin_charge:R:1
H 0.39778 -3.67035 2.59491 -2.5 -1.0 0.2 0.036
H -1.58829 2.57273 6.23944 0.3 0.9 -1.4 0.111
O -2.03451 0.16518 -2.37695 -0.3 -2.0 2.0 -0.070
H 2.39273 -0.61485 -0.77691 -0.4 -3.6 1.2 0.060
H -1.60220 -1.77934 4.08832 4.2 -0.8 1.0 0.076
O 4.04775 -0.42151 3.49843 1.5 -0.4 -1.7 -0.045
H -2.28102 5.49134 3.23291 1.3 0.5 1.2 0.076
O 0.69172 5.15874 2.71349 4.3 0.4 -2.8 -0.076
H 4.96313 0.46550 0.88689 -2.4 1.7 -0.5 -0.034
O -2.73785 2.82507 2.69193 -4.7 1.0 -0.7 0.025
H -2.32378 -2.55421 -3.45120 -1.9 0.9 -0.5 0.041
O -3.41715 -0.56565 0.81411 -1.9 -0.1 -0.9 -0.127
O 3.47954 3.46817 2.30729 1.7 3.2 -0.8 0.000
H -0.59131 3.16071 0.76236 -0.6 0.8 0.7 0.023
H 5.49312 -0.87776 -1.60065 -0.6 0.3 0.5 0.034
H -1.46656 -0.63074 -2.57711 -0.9 1.7 -0.7 0.042
H 1.67898 4.89433 2.80053 -2.7 0.5 0.1 0.067
H 0.21294 0.32419 -4.71816 -0.6 -0.6 -0.2 0.034
O -1.24481 3.48576 -5.76312 -1.8 -1.2 -2.5 0.007
O -3.31843 4.71107 -2.62434 -4.6 5.9 -3.6 0.052
O 0.05464 3.17299 0.07034 0.3 0.0 -0.3 -0.033
O 2.25375 -2.14333 -3.72372 0.8 -1.0 0.4 -0.089
O 0.92193 0.37545 4.81435 2.2 -1.8 -0.9 0.014
H -1.98698 0.88240 -2.97650 0.8 0.4 -1.4 0.032
H 0.43793 0.94031 4.27197 -1.2 1.7 -1.6 0.006
O -2.57334 -4.84702 -2.71712 -0.7 -0.6 0.5 -0.049
O -0.49290 -4.17269 2.64758 1.2 -0.1 -3.5 -0.177
H -0.29074 0.16694 -1.36732 0.4 0.8 3.5 0.082
H -0.69840 5.17473 -2.02130 0.4 8.5 2.5 -0.071
O 0.32101 -2.87911 -5.34926 1.3 0.9 1.3 -0.133
O -1.44587 2.60237 5.24886 0.1 1.1 2.6 -0.038
H 1.17712 -2.54385 -5.76031 -1.5 -0.7 1.0 0.071
H -0.67992 -3.46926 -1.16669 0.0 0.7 -0.7 0.041
H 4.46508 1.84847 -3.21872 2.0 -1.4 -0.9 0.003
H -4.20676 -0.71767 0.15395 2.2 0.1 1.1 0.073
H 1.81714 -1.28156 -3.77023 0.8 -0.8 0.1 -0.020
O 3.42307 3.79303 -1.07312 -0.9 2.3 -2.5 -0.013
H -2.37385 -5.38461 -3.46883 -0.1 -0.8 -0.8 0.026
H -0.57175 3.90167 -1.40123 -0.1 0.2 -2.2 0.082
O -4.42302 -1.31453 -1.61245 -0.8 1.8 1.2 -0.115
H 0.82534 -5.61900 -0.26294 -0.6 0.5 0.1 0.086
H 3.98878 2.90270 -2.30931 -0.5 0.2 0.3 0.006
H 3.38047 -0.16922 4.07309 -1.8 2.8 2.1 -0.041
H 1.60870 -4.63107 1.57819 1.1 -0.2 0.6 0.006
O -0.16660 0.34695 -0.32594 -0.6 -0.6 -3.1 -0.136
H -0.48250 -1.09243 -5.11239 0.2 1.8 1.0 0.062
H -0.07997 -3.76420 -2.49849 0.0 0.6 0.2 0.052
O 2.69918 0.17737 -5.02775 3.3 1.3 3.1 -0.135
H 3.75056 2.95386 3.02442 0.1 -1.7 1.4 0.016
H -0.33326 3.57446 -5.79131 3.0 -0.1 -0.5 -0.039
H -1.59124 0.69989 2.42931 5.2 3.8 -7.3 -0.073
H 1.49425 0.90198 0.36782 -0.3 -1.4 0.0 -0.044
O -3.79018 -3.04200 3.63510 -5.3 7.0 4.5 -0.074
H 3.17772 -2.13730 -3.37179 -1.2 0.7 -0.2 0.073
H -1.92503 -4.16073 -2.79641 0.5 0.7 0.5 -0.057
H -2.03081 4.33684 4.09841 1.3 2.4 0.5 0.040
H 2.13239 4.12691 -5.29659 1.5 2.3 -1.2 0.014
O -0.55045 -0.25823 -4.52580 0.5 -1.3 -1.4 -0.096
O 5.37109 -0.86390 -2.55552 -1.0 0.5 0.5 -0.030
O 2.50713 -2.04250 4.69182 1.5 -1.4 -0.7 -0.025
H 1.95937 -2.78861 4.44477 -0.6 0.1 0.3 0.058
O -1.67498 5.30759 4.01616 -2.8 -2.7 -1.5 -0.124
H 0.70308 0.62027 5.67160 -0.7 0.6 2.5 0.032
H -1.01737 0.06828 0.03830 0.0 0.1 0.0 0.023
H -2.06518 3.05268 2.13842 3.0 0.8 -1.7 0.000
O -3.28657 -2.28045 -3.55636 1.8 -1.7 -0.2 -0.082
H 2.75812 -5.58988 1.67319 0.6 -1.2 -0.4 -0.001
O 2.46166 -4.79404 2.07045 -1.5 1.3 -0.2 -0.075
O 0.28535 -4.85159 0.02283 4.4 1.0 -1.4 -0.068
H -5.12998 0.98721 1.98238 -0.7 1.9 -0.6 0.047
H 2.00842 0.18309 1.85673 -1.0 3.4 -3.1 0.157
O 5.73938 0.01271 1.06175 1.9 -2.4 0.5 -0.044
H -3.36093 -1.56297 -4.17179 0.4 0.6 -0.5 0.044
H 1.26833 3.93167 -4.04157 -1.0 1.5 2.1 -0.010
O -5.30172 1.97910 1.87676 -0.1 -2.6 0.3 -0.087
H -4.56758 2.29525 2.39592 0.6 0.8 0.1 -0.034
O -2.02948 0.35494 3.05832 -2.8 -3.9 8.5 0.045
H 3.39553 0.22671 -4.15313 -2.6 -0.3 -3.7 0.132
H -2.74150 -6.13539 1.40107 2.0 0.3 -1.3 0.099
H 3.63706 -1.28151 3.59527 0.7 -1.9 -0.8 0.002
O -3.62986 -1.12809 5.38948 0.9 -3.8 0.4 -0.137
H 6.18023 -1.26284 -2.80200 1.3 -0.7 -1.0 0.019
H -3.88938 -0.61459 -2.07882 -0.4 -1.7 0.4 0.036
H 2.52714 3.73556 -1.49688 1.1 -0.1 1.3 0.085
O -2.11607 -5.68846 0.71034 -3.6 0.3 1.9 -0.153
O 2.35079 -1.58876 -0.34216 -0.4 1.9 -2.8 -0.163
H 5.38053 -0.77604 1.52596 0.5 0.7 -0.2 0.048
H 2.06445 -1.40202 5.20657 -1.5 0.6 0.7 0.006
O -0.57154 -1.93461 4.38894 -3.1 1.8 -1.4 -0.155
H 3.51248 3.24807 -0.33587 -0.3 -1.5 2.1 0.009
H 1.75818 0.05743 -3.26842 -0.7 -0.5 0.1 -0.045
O -0.62695 -3.06334 -2.07694 0.6 -0.9 0.3 -0.095
H -1.40996 3.83817 -4.93998 -1.3 1.2 3.1 -0.031
H 1.86176 1.25743 -2.60352 -2.0 -3.1 1.8 0.163
H -0.67389 -4.49855 1.63809 0.8 1.4 4.3 0.036
O -0.71631 4.37948 -2.32281 0.8 -8.9 -0.2 -0.023
H -2.51002 2.49214 3.50883 1.5 -1.1 2.4 -0.023
H -3.40272 -2.17896 5.30091 -1.0 3.2 1.1 0.108
H 1.89364 -2.13855 -1.07277 0.9 1.5 1.7 0.038
H -1.66475 1.70908 5.11384 -0.5 -2.5 -1.1 -0.006
H -4.39232 -2.17859 -2.02717 0.5 0.4 -0.5 0.022
H -2.88506 0.26528 2.71359 -2.1 -0.4 -1.1 -0.001
O 1.65931 3.54766 -4.77676 -0.7 -3.8 -0.9 0.019
H -3.22653 3.92811 -2.29453 1.0 -7.3 3.1 -0.068
H -2.76206 -1.21041 0.51017 -0.2 -0.2 0.0 0.003
H 0.18135 4.88375 3.42045 -1.4 -0.8 2.5 -0.066
H -3.40498 -3.48468 3.00237 3.3 -3.4 -5.8 -0.092
H -0.13722 -1.08505 4.08925 -0.9 -1.5 0.6 -0.001
O 1.36344 0.26029 -2.40198 3.0 4.9 -1.7 -0.145
H 2.74065 3.15955 1.85084 -2.0 -1.6 -0.6 -0.035
O 1.75904 1.09014 1.26793 1.8 -2.1 3.6 -0.137
H -4.28568 -2.14665 3.25156 1.9 -4.0 0.8 0.150
O 3.67602 2.25600 -2.96888 -1.3 0.4 -0.1 -0.067
H -0.55192 -5.15168 0.21309 -3.4 -2.0 0.4 -0.078
H 2.90572 1.04795 -5.45146 -0.5 -0.8 0.5 0.063
H 0.30696 2.24483 0.16917 0.2 -0.5 -0.7 0.002
H -2.73051 -4.88421 0.65311 1.2 -0.6 -0.7 0.046
H 0.51527 -2.78852 -4.34306 -0.2 -0.4 -2.6 0.035
H -2.54232 5.16132 -2.51900 2.8 1.3 0.3 -0.038
H -3.41343 -1.04616 4.47113 0.2 1.2 -0.9 -0.073
```
Positions in Å, forces in eV/Å.

The HOMO energy (spin up / spin down) comes out at -0.7268 / -7.9341 eV. For the calculated total energy, the calculation gives -3057.222754 Eh. As for the multiplicity: 2. The HOMO-LUMO gap (spin up / spin down) comes out at 2.00 / 9.18 eV. The calculation puts the LUMO energy (spin up / spin down) at 1.3 / 1.2 eV. Its net charge is -1.